(1)
Below is a structure of composition C31H33AsFeN6O8S3, with properties calculated with ωB97M-V/def2-TZVPD.

Its spin multiplicity is 5. Its energy above the lowest of the compared OMol25 structures with the same formula, charge and spin is 0.0 kcal/mol. The expectation value of S² is 6.010. For the LUMO energy (spin up / spin down), the calculation gives -0.22 / -0.21 eV. Its HOMO energy (spin up / spin down) is -7.94 / -7.82 eV.

Cartesian coordinates (Å):
Fe -0.5477 -0.1417 0.2586
O -2.8085 0.2534 0.5737
S -2.6007 1.1930 1.6815
O -3.6087 1.1652 2.7072
O -1.2219 1.0197 2.1749
C -2.6755 2.8415 0.9576
C -3.6379 3.6750 1.5093
C -3.8241 4.9692 1.0433
C -3.0409 5.4438 0.0100
C -2.0725 4.6226 -0.5504
C -1.8757 3.3274 -0.0923
S -0.5642 2.4296 -0.9333
O -0.0183 3.3326 -1.9072
O -1.1616 1.2015 -1.4736
O 0.3846 2.0244 0.1201
H -4.2450 3.2848 2.3130
H -4.5842 5.5959 1.4916
H -3.1748 6.4492 -0.3677
H -1.4497 4.9769 -1.3586
C -5.9937 -12.9473 0.3179
O -6.0175 -12.0058 -0.7397
C -5.4070 -10.8136 -0.5357
C -4.7462 -10.4601 0.6347
C -4.1553 -9.2062 0.7317
C -4.2166 -8.2970 -0.3140
C -4.8800 -8.6696 -1.4869
C -5.4662 -9.9091 -1.5982
C -3.6101 -6.9663 -0.2310
N -3.3893 -6.1712 -1.2508
C -2.8295 -5.0394 -0.7124
C -2.7051 -5.1553 0.6507
N -3.2076 -6.4003 0.9502
C -2.1452 -4.1353 1.4804
C -1.9940 -4.1921 2.8724
C -1.4313 -3.1265 3.5298
C -1.0075 -2.0176 2.7895
N -1.1372 -1.9543 1.4804
C -1.7093 -2.9727 0.8225
C -1.8541 -2.8212 -0.6188
N -1.4332 -1.6613 -1.1540
C -1.5556 -1.4796 -2.4551
C -2.0982 -2.4534 -3.3025
C -2.5245 -3.6457 -2.7735
C -2.4093 -3.8475 -1.3933
H -6.5380 -13.8159 -0.0402
H -6.4873 -12.5532 1.2097
H -4.9702 -13.2389 0.5661
H -4.6764 -11.1441 1.4672
H -3.6238 -8.9637 1.6446
H -4.9263 -7.9634 -2.3045
H -5.9852 -10.2054 -2.4997
H -3.3485 -6.7897 1.8646
H -2.3241 -5.0635 3.4256
H -1.3148 -3.1300 4.6043
H -0.5615 -1.1505 3.2577
H -1.2093 -0.5289 -2.8338
H -2.1783 -2.2474 -4.3608
H -2.9535 -4.4264 -3.3882
C 3.3131 1.4778 0.3757
As 2.2895 0.7859 1.8371
C 3.5776 -0.0742 2.9786
C 1.5302 2.1956 2.8826
O 1.1896 -0.4135 1.4399
H 4.1306 2.0750 0.7804
H 2.6627 2.0768 -0.2538
H 3.6966 0.6323 -0.1920
H 4.3307 0.6404 3.3087
H 4.0563 -0.8782 2.4216
H 3.0618 -0.4895 3.8425
H 2.3354 2.8304 3.2520
H 0.9847 1.7460 3.7099
H 0.8380 2.7499 2.2573
C 1.0075 -4.9216 -1.6044
N 1.2422 -3.5592 -2.0291
C 1.5391 -2.5347 -1.2099
N 1.6750 -2.8148 0.0976
S 1.7215 -0.9710 -1.8151
H 0.7492 -5.5184 -2.4753
H 0.1706 -4.9875 -0.9014
H 1.8982 -5.3565 -1.1438
H 1.1381 -3.3091 -2.9972
H 1.3745 -3.7061 0.4567
H 1.6502 -2.0068 0.7271

(2)
Below is a structure of composition C31H33AsFeN6O8S3, with properties calculated with ωB97M-V/def2-TZVPD.

Its spin multiplicity is 5. Its energy above the lowest of the compared OMol25 structures with the same formula, charge and spin is 0.1 kcal/mol. The expectation value of S² is 6.010. For the LUMO energy (spin up / spin down), the calculation gives -0.21 / -0.20 eV. Its HOMO energy (spin up / spin down) is -7.94 / -7.82 eV.

Cartesian coordinates (Å):
Fe 0.9014 2.4363 -0.0425
O -1.3601 2.8306 0.2766
S -1.1564 3.7696 1.3853
O -2.1653 3.7386 2.4102
O 0.2215 3.6002 1.8808
C -1.2344 5.4185 0.6623
C -2.1973 6.2504 1.2152
C -2.3852 7.5449 0.7505
C -1.6031 8.0214 -0.2827
C -0.6343 7.2016 -0.8446
C -0.4361 5.9062 -0.3880
S 0.8744 5.0096 -1.2318
O 1.4206 5.9142 -2.2042
O 0.2765 3.7837 -1.7754
O 1.8238 4.6005 -0.1797
H -2.8034 5.8587 2.0189
H -3.1455 8.1705 1.1998
H -1.7384 9.0270 -0.6592
H -0.0124 7.5571 -1.6531
C -4.5638 -10.3650 0.0310
O -4.5806 -9.4262 -1.0291
C -3.9700 -8.2340 -0.8247
C -3.3155 -7.8783 0.3485
C -2.7238 -6.6247 0.4456
C -2.7782 -5.7180 -0.6027
C -3.4357 -6.0930 -1.7783
C -4.0226 -7.3322 -1.8896
C -2.1709 -4.3875 -0.5208
N -1.9535 -3.5927 -1.5416
C -1.3913 -2.4610 -1.0056
C -1.2621 -2.5765 0.3571
N -1.7645 -3.8211 0.6587
C -0.6987 -1.5563 1.1844
C -0.5439 -1.6122 2.5761
C 0.0207 -0.5461 3.2312
C 0.4436 0.5618 2.4891
N 0.3113 0.6240 1.1800
C -0.2638 -0.3943 0.5247
C -0.4154 -0.2428 -0.9162
N 0.0024 0.9170 -1.4531
C -0.1262 1.0994 -2.7533
C -0.6722 0.1258 -3.5986
C -1.0955 -1.0671 -3.0679
C -0.9740 -1.2691 -1.6883
H -5.1070 -11.2340 -0.3280
H -5.0620 -9.9681 0.9190
H -3.5420 -10.6570 0.2857
H -3.2512 -8.5601 1.1832
H -2.1982 -6.3808 1.3616
H -3.4769 -5.3888 -2.5978
H -4.5371 -7.6300 -2.7933
H -1.8994 -4.2108 1.5740
H -0.8733 -2.4828 3.1308
H 0.1394 -0.5487 4.3054
H 0.8916 1.4288 2.9554
H 0.2177 2.0507 -3.1330
H -0.7575 0.3320 -4.6564
H -1.5273 -1.8476 -3.6809
C 4.7599 4.0628 0.0970
As 3.7322 3.3703 1.5555
C 5.0184 2.5102 2.6996
C 2.9739 4.7805 2.6013
O 2.6355 2.1687 1.1542
H 5.5763 4.6593 0.5048
H 4.1121 4.6625 -0.5342
H 5.1451 3.2176 -0.4702
H 5.7704 3.2249 3.0317
H 5.4987 1.7066 2.1434
H 4.5011 2.0941 3.5623
H 3.7811 5.4128 2.9712
H 2.4270 4.3316 3.4279
H 2.2834 5.3369 1.9768
C 2.4633 -2.3328 -1.9072
N 2.6868 -0.9660 -2.3240
C 2.9751 0.0555 -1.4987
N 3.1162 -0.2309 -0.1934
S 3.1428 1.6254 -2.0939
H 2.2092 -2.9265 -2.7814
H 1.6274 -2.4092 -1.2040
H 3.3579 -2.7630 -1.4498
H 2.5776 -0.7104 -3.2902
H 2.8248 -1.1269 0.1613
H 3.0849 0.5740 0.4396

(3)
Below is a structure of composition C31H33BrN4O2SiSn, with properties calculated with ωB97M-V/def2-TZVPD.

Its energy above the lowest of the compared OMol25 structures with the same formula, charge and spin is 14.7 kcal/mol. For the LUMO energy, the calculation gives 0.63 eV. Its HOMO energy is -7.47 eV.

Cartesian coordinates (Å):
Sn 0.2869 0.4658 0.8752
C -3.1964 -0.4072 -0.2860
C -3.2170 -1.0911 1.0870
C -2.0702 -2.0487 1.2952
C -1.9709 -3.1974 0.5143
C -0.9022 -4.0532 0.7001
C 0.0399 -3.7409 1.6675
C -0.1408 -2.5871 2.4083
N -1.1719 -1.7547 2.2372
N -2.4759 0.8710 -0.3215
C -2.1646 1.2241 -1.7091
C -0.8957 2.0244 -1.8925
C -0.3022 2.0628 -3.1498
C 0.8650 2.7787 -3.3195
C 1.4109 3.4367 -2.2266
C 0.7518 3.3465 -1.0170
N -0.3853 2.6638 -0.8416
C -3.2826 1.9461 0.2698
C -3.2037 2.1679 1.7635
C -4.3709 2.4100 2.4828
C -4.2762 2.7252 3.8284
C -3.0226 2.7811 4.4135
C -1.9192 2.5122 3.6169
N -2.0002 2.2199 2.3250
H -2.7099 -1.0798 -0.9940
H -4.2304 -0.2563 -0.6383
H -3.2180 -0.3640 1.8975
H -4.1492 -1.6576 1.1659
H -2.7237 -3.4063 -0.2362
H -0.8006 -4.9444 0.0943
H 0.9030 -4.3677 1.8419
H 0.5835 -2.2957 3.1591
H -2.0528 0.3122 -2.2953
H -2.9996 1.7850 -2.1607
H -0.7463 1.5132 -3.9688
H 1.3553 2.8109 -4.2840
H 2.3348 3.9920 -2.3016
H 1.1531 3.8283 -0.1334
H -2.9804 2.8855 -0.1968
H -4.3406 1.7871 0.0056
H -5.3337 2.3471 1.9925
H -5.1670 2.9182 4.4123
H -2.8964 3.0205 5.4602
H -0.9198 2.5217 4.0405
C 2.0850 -2.5998 -4.1830
Si 0.3525 -2.4134 -3.5117
C -0.3800 -4.0916 -3.1221
C -0.7275 -1.5229 -4.7587
C 0.3953 -1.4305 -1.9655
C 0.4276 -0.7774 -0.9362
H 2.0971 -3.2149 -5.0852
H 2.7355 -3.0672 -3.4423
H 2.5111 -1.6256 -4.4284
H -0.4387 -4.7150 -4.0170
H -1.3864 -3.9916 -2.7110
H 0.2334 -4.6134 -2.3855
H -0.8072 -2.0967 -5.6847
H -0.3068 -0.5481 -5.0083
H -1.7372 -1.3697 -4.3713
Br 8.5350 1.1052 3.8742
C 6.7987 0.9076 3.1424
C 6.5062 -0.2124 2.3819
C 5.2301 -0.3562 1.8591
C 4.2662 0.6191 2.0793
C 4.5801 1.7395 2.8344
C 5.8464 1.8852 3.3792
C 2.8979 0.4478 1.4986
O 2.2206 -0.5694 1.7943
O 2.4443 1.3460 0.7328
H 7.2613 -0.9652 2.2041
H 4.9815 -1.2350 1.2785
H 3.8351 2.5082 2.9948
H 6.0952 2.7516 3.9757

(4)
Below is a structure of composition C31H33ClMnN2O2Si2, with properties calculated with ωB97M-V/def2-TZVPD.

Its spin multiplicity is 5. Its total charge is +1. Its energy above the lowest of the compared OMol25 structures with the same formula, charge and spin is 21.6 kcal/mol. The expectation value of S² is 6.279. For the LUMO energy (spin up / spin down), the calculation gives -5.50 / -3.49 eV. Its HOMO energy (spin up / spin down) is -9.14 / -9.15 eV.

Cartesian coordinates (Å):
C -1.8341 -1.1523 4.8006
C -2.4744 -0.6273 3.6273
C -2.4230 -1.6390 2.5990
H -2.9475 0.3543 3.5283
C -1.8087 -2.8175 3.1688
C -1.4355 -2.5040 4.5221
H -0.9736 -3.1907 5.2237
H -1.7271 -0.6306 5.7519
H -2.8827 -1.5657 1.6180
H -1.7072 -3.7800 2.6803
Mn -0.3481 -1.1724 3.1089
Si 1.9169 1.5031 -0.4579
C 0.6267 2.8570 -0.4572
C 0.8272 4.0152 -1.2133
H 1.8041 4.1913 -1.6543
C -0.2294 4.9134 -1.3892
H -0.0999 5.7881 -2.0245
C -1.4632 4.6864 -0.7671
H -2.3003 5.3659 -0.9303
C -1.6236 3.6043 0.1019
H -2.5800 3.4220 0.5979
C -0.5385 2.7593 0.3352
H -0.6079 1.9634 1.1013
C 0.7989 -0.0911 -0.5508
C -0.6310 -0.1613 -0.5407
H -1.2741 0.7182 -0.5866
C -1.3182 -1.4390 -0.7110
H -2.3894 -1.4715 -0.9652
C -0.6552 -2.6080 -0.1827
H -1.2369 -3.4374 0.2020
C 0.7133 -2.5768 -0.2190
H 1.3555 -3.3904 0.1330
C 1.3302 -1.4243 -0.8118
H 2.3736 -1.5285 -1.1713
H 2.0774 1.3500 1.0005
Si -0.1821 -1.3293 -2.2021
C 0.2732 -2.5941 -3.5411
C -0.4336 -2.5983 -4.7499
H -1.3011 -1.9458 -4.8544
C -0.0134 -3.4060 -5.8133
H -0.5507 -3.3728 -6.7669
C 1.1060 -4.2431 -5.6448
H 1.4278 -4.8974 -6.4612
C 1.8102 -4.2432 -4.4291
H 2.6818 -4.8906 -4.2916
C 1.4068 -3.4002 -3.3814
H 1.9752 -3.3766 -2.4478
C -0.3590 0.1977 -3.3806
C -1.6132 0.7962 -3.5073
H -2.5172 0.2402 -3.2466
C -1.7061 2.1294 -3.9385
H -2.6841 2.6253 -3.9614
C -0.5440 2.8285 -4.2930
H -0.5966 3.8971 -4.5278
C 0.6806 2.1535 -4.3549
H 1.5803 2.6628 -4.7164
C 0.7669 0.8268 -3.9133
H 1.7144 0.2844 -3.9536
H 3.2674 2.0659 -0.7473
Cl 1.4404 -2.3910 2.6487
C 2.5777 0.5785 7.4331
O 2.1176 1.3885 6.3186
C 1.2819 0.7291 5.4795
O 0.9388 -0.4478 5.5745
N 0.8836 1.5564 4.4841
N -0.1053 1.1230 3.5474
H 3.1504 1.2906 8.0259
H 3.2154 -0.2471 7.0783
H 1.7363 0.1844 8.0269
H 1.2270 2.5103 4.5036
H 0.0546 1.5859 2.6399
H -1.0224 1.4444 3.8960

(5)
Below is a structure of composition C31H33ClN2NiO2Si2, with properties calculated with ωB97M-V/def2-TZVPD.

Its spin multiplicity is 3. Its energy above the lowest of the compared OMol25 structures with the same formula, charge and spin is 73.9 kcal/mol. The expectation value of S² is 2.050. For the LUMO energy (spin up / spin down), the calculation gives -0.10 / -0.73 eV. Its HOMO energy (spin up / spin down) is -6.58 / -6.76 eV.

Cartesian coordinates (Å):
C 3.6174 -0.6078 2.7306
C 3.7842 -0.7567 1.3226
C 3.5954 0.5009 0.7085
H 4.1138 -1.6847 0.8528
C 3.3293 1.4786 1.7545
C 3.2950 0.7350 3.0143
H 3.1272 1.1749 4.0103
H 3.8562 -1.3688 3.4501
H 3.6828 0.7577 -0.3580
H 3.4429 2.5552 1.6489
Ni 1.3832 1.0917 1.6331
Si -1.0050 1.9312 -2.2255
C -2.2620 0.5927 -2.7078
C -3.5589 0.4801 -2.1857
H -3.8715 1.0807 -1.3294
C -4.4664 -0.4079 -2.7669
H -5.4835 -0.4693 -2.3756
C -4.0840 -1.1898 -3.8648
H -4.8049 -1.8539 -4.3558
C -2.7895 -1.0598 -4.3945
H -2.4738 -1.6272 -5.2686
C -1.8858 -0.1784 -3.8157
H -0.8782 -0.0847 -4.2289
C -2.1766 3.2742 -1.6776
C -2.5304 4.0265 -2.8001
H -2.2214 3.7049 -3.7982
C -3.3118 5.1689 -2.6496
H -3.5951 5.7598 -3.5165
C -3.7380 5.5492 -1.3634
H -4.3119 6.4751 -1.2469
C -3.4737 4.7317 -0.2602
H -3.8404 5.0354 0.7369
C -2.7865 3.5192 -0.4347
H -2.7662 2.7907 0.3845
H -0.2912 2.3124 -3.4562
Si -1.2988 -0.5076 0.7213
C -0.4688 1.2145 0.1635
C 0.3900 1.5892 -1.0498
H 1.0499 0.8009 -1.4211
C 1.1730 2.8434 -1.0146
H 1.9304 3.0034 -1.7874
C 1.0992 3.6940 0.0506
H 1.6812 4.6241 0.0547
C 0.2959 3.3815 1.1455
H 0.1880 4.1178 1.9338
C -0.4604 2.1904 1.1950
H -1.1808 2.0905 2.0098
C -0.5888 -1.6526 -0.5488
C 0.7770 -1.6910 -0.8567
H 1.4950 -1.0191 -0.3796
C 1.2561 -2.6104 -1.8057
H 2.3282 -2.6682 -2.0208
C 0.3606 -3.4722 -2.4596
H 0.7342 -4.2328 -3.1656
C -1.0167 -3.3687 -2.2004
H -1.7278 -3.9957 -2.7549
C -1.4792 -2.4708 -1.2424
H -2.5641 -2.3763 -1.0621
H -2.4258 -1.1329 1.4316
Cl 0.0753 -0.5953 2.3656
C 3.9721 -6.1318 4.2306
O 3.5216 -4.9722 4.9536
C 2.6777 -4.2182 4.2189
O 2.2311 -4.5319 3.1383
N 2.3198 -3.0614 4.9342
N 1.6214 -2.1360 4.1486
H 4.7632 -6.5705 4.8319
H 4.3402 -5.8667 3.2368
H 3.1530 -6.8445 4.1099
H 3.0801 -2.6767 5.4875
H 1.0318 -2.6443 3.4896
H 1.0447 -1.5392 4.7521

(6)
Below is a structure of composition C31H33F6LuN4O4P2S, with properties calculated with ωB97M-V/def2-TZVPD.

Its spin multiplicity is 2. Its total charge is +1. Its energy above the lowest of the compared OMol25 structures with the same formula, charge and spin is 0.0 kcal/mol. The expectation value of S² is 0.781. For the LUMO energy (spin up / spin down), the calculation gives -2.64 / -4.37 eV. Its HOMO energy (spin up / spin down) is -10.95 / -11.49 eV.

Cartesian coordinates (Å):
Lu -0.6609 0.2155 1.4357
C -2.2791 -3.5028 1.2056
C -1.4476 -3.0927 2.3602
N -0.7077 -1.9971 2.3692
C -0.0554 -1.9672 3.5970
C -0.4301 -3.0490 4.3237
N -1.2942 -3.7559 3.5274
C -0.2368 -3.5615 5.7247
O 0.6224 -2.8965 6.5028
O -0.8819 -4.5112 6.1125
C 0.8223 -0.7706 3.8816
O 1.6167 -0.7862 4.8076
O 0.7061 0.1846 3.0076
H -1.6059 -3.5936 0.3417
H -2.9921 -2.7159 1.0066
H -2.7766 -4.4420 1.4052
H -1.7120 -4.6203 3.8022
H 1.0110 -2.1282 5.9910
C 4.4664 -0.3685 -1.6992
C 4.5511 0.6080 -0.5101
C 5.8305 0.9841 -0.1125
C 6.0514 1.7202 1.0399
C 4.9714 2.1298 1.7929
C 3.6816 1.8851 1.3661
C 3.4612 1.1465 0.1998
P 1.7218 0.8694 -0.1795
C 1.6299 -0.8976 -0.6998
C 2.0210 -1.7227 0.3715
C 1.9328 -3.1212 0.2726
C 1.4458 -3.6879 -0.8838
C 1.1028 -2.8691 -1.9447
C 1.1796 -1.4932 -1.8922
C 0.8656 -0.6627 -3.1096
C 1.3049 2.0779 -1.4654
C 2.1288 2.3378 -2.5583
C 1.7626 3.2373 -3.5496
C 0.5136 3.8378 -3.4990
C -0.3214 3.5892 -2.4016
C 0.0820 2.7703 -1.3238
C -0.6857 2.8057 -0.1306
H 5.3917 -0.3086 -2.2683
H 3.6223 -0.1929 -2.3801
H 4.3798 -1.3869 -1.2984
H 6.6540 0.5970 -0.6740
H 7.0539 1.9435 1.3628
H 5.1362 2.6475 2.7242
H 2.8148 2.1825 1.9495
H 2.4091 -1.3067 1.2735
H 2.2256 -3.7347 1.1197
H 1.3477 -4.7488 -0.9466
H 0.7401 -3.3364 -2.8550
H 1.7235 -0.0447 -3.3504
H 0.0027 -0.0081 -2.9158
H 0.6378 -1.2851 -3.9632
H 3.0830 1.8208 -2.6473
H 2.4379 3.4801 -4.3747
H 0.1916 4.5378 -4.2708
H -1.2470 4.1358 -2.3168
H -1.7255 3.1335 -0.1150
H -0.1922 2.6321 0.8089
S -1.7586 -0.7575 -0.8475
C -3.0702 0.1138 -1.5188
N -2.8309 1.1607 -2.3040
C -3.8537 1.7823 -3.1532
C -4.9606 0.7808 -3.4457
C -5.4684 0.2868 -2.0887
N -4.3206 -0.3069 -1.3849
H -1.8771 1.4927 -2.3952
H -3.3675 2.1183 -4.0498
H -4.2558 2.6612 -2.6373
H -4.6044 -0.0568 -4.0481
H -5.7657 1.2832 -3.9881
H -6.2445 -0.4467 -2.1752
H -5.8769 1.1142 -1.5298
H -4.4758 -1.0136 -0.6802
F -2.4592 0.0532 3.1987
P -3.1318 1.5987 3.0471
F -3.6306 3.0595 2.7377
F -1.5080 2.0851 2.9051
F -4.5876 0.9849 3.0279
F -3.0517 1.7826 4.5943
F -2.9842 1.2803 1.3887

Which value of energy above the lowest of the compared OMol25 structures with the same formula, charge and spin does entry 3 give?
14.7 kcal/mol

energy above the lowest of the compared OMol25 structures with the same formula, charge and spin of number 4 (C31H33ClMnN2O2Si2)?
21.6 kcal/mol